Record 1
13
Properties=species:S:1:pos:R:3:forces:R:3 method="wB97M-V/def2-TZVPD" lumo_ha=0.0081 homo_ha=-0.32538 e_above_lowest_kj_mol=331.7
C -1.957864 1.100661 0.223672 0.010 0.026 -0.092
C 1.308797 0.429914 -0.723825 0.166 -0.131 0.033
N 0.683292 -1.287625 0.855588 0.214 -0.108 0.158
N 0.321001 -0.137014 0.169019 -0.461 -0.111 -0.017
O -3.116252 1.229083 0.435742 0.059 -0.205 -0.085
O -1.882285 -1.535060 -0.085156 -0.615 -0.950 0.218
S -1.233002 -0.392604 -0.685849 0.650 1.008 0.183
H -1.172024 1.795674 0.563044 0.096 0.149 0.021
H 0.829108 1.211759 -1.308155 0.082 0.140 -0.137
H 2.115208 0.871109 -0.135006 -0.047 0.030 -0.050
H 1.736976 -0.313574 -1.408483 -0.017 0.005 -0.061
H 1.068894 -1.064176 1.765009 -0.090 0.003 -0.165
H 1.298155 -1.908145 0.334400 -0.047 0.144 -0.004

---

Record 2
13
Properties=species:S:1:pos:R:3:forces:R:3 method="wB97M-V/def2-TZVPD" lumo_ha=0.0231 homo_ha=-0.38819 e_above_lowest_kj_mol=40.0 smiles="NC(=O)NC=O.O"
O -0.467504 -0.379332 -1.224538 0.227 -0.395 0.393
C -0.393545 0.826743 -1.200637 0.096 -0.177 -0.255
N -0.791751 1.638384 -0.180489 0.000 -0.157 0.181
C -0.859266 1.324000 1.217210 0.181 0.161 -0.780
N -0.661703 0.032093 1.529123 -0.093 0.422 -0.437
O -1.019820 2.227786 1.995216 -0.371 0.294 0.375
H 0.078135 1.342685 -2.041112 -0.287 0.456 -0.221
H -0.964573 2.606796 -0.402387 0.351 0.076 0.262
H -0.855678 -0.177677 2.488431 0.235 -0.469 0.084
H -0.486304 -0.624965 0.778683 -0.276 -0.238 0.384
H 2.082982 -3.702667 -1.155302 -0.058 -0.131 -0.112
H 2.054619 -2.185714 -1.175012 -0.248 0.512 -0.391
O 2.284409 -2.928134 -0.629186 0.243 -0.354 0.517

---

Record 3
13
Properties=species:S:1:pos:R:3:forces:R:3 method="wB97M-V/def2-TZVPD" lumo_ha=0.0171 homo_ha=-0.34832 e_above_lowest_kj_mol=55.9 smiles="NC(=O)O.NC=O"
C 0.617545 -0.666973 2.253268 0.109 -0.259 -0.215
N 1.374618 -1.703590 1.805909 0.577 0.711 0.511
O 1.067679 0.323563 2.766488 0.106 0.375 0.230
H -0.458822 -0.824536 2.101536 -0.086 -0.072 0.069
H 0.951234 -2.449102 1.321858 -0.349 -0.659 -0.564
H 2.375020 -1.564938 1.727668 -0.318 -0.078 0.061
N -1.714842 1.178175 -1.626835 0.020 0.115 0.004
C -0.436118 0.760151 -1.369652 0.103 -0.136 0.073
O 0.387063 0.842679 -2.457750 0.228 -0.919 0.595
O -0.049893 0.356710 -0.309842 -0.002 -0.064 -0.087
H -2.336550 1.073882 -0.844481 -0.142 -0.064 0.001
H -2.092895 0.968089 -2.534635 -0.027 0.119 -0.039
H 0.315961 1.705892 -2.833531 -0.219 0.930 -0.640

---

Record 4
12
Properties=species:S:1:pos:R:3:forces:R:3 method="wB97M-V/def2-TZVPD" lumo_ha="0.0305 / 0.0305" homo_ha="-0.32784 / -0.32788" e_above_lowest_kj_mol=494.6 smiles="C=[NH+][O-].C=NS"
C 1.440979 0.972831 0.655104 -0.516 1.578 3.926
C -0.582822 -0.829015 -1.513887 -2.636 -0.614 -2.849
N 1.245733 -0.107800 1.302889 1.407 -2.409 1.044
N -1.134854 -0.179450 -0.597676 -0.502 0.633 0.577
O 1.082107 -1.251834 0.820842 -0.299 -0.847 -0.706
S -2.797347 0.420184 -0.700297 1.909 -0.179 1.543
H 1.400408 1.825750 1.368924 0.447 -0.193 -1.425
H 1.264454 0.866839 -0.342568 -0.246 0.540 -2.585
H 0.410552 -1.219027 -1.429398 0.454 0.013 0.355
H -1.184153 -1.090905 -2.489140 1.233 0.364 1.501
H 1.459005 -0.244712 2.302288 -0.466 1.323 0.010
H -2.604062 0.837139 0.622918 -0.783 -0.210 -1.390

---

Record 5
12
Properties=species:S:1:pos:R:3:forces:R:3 method="wB97M-V/def2-TZVPD" lumo_ha=0.0074 homo_ha=-0.32976 e_above_lowest_kj_mol=464.3 smiles="NCC(=S)NO"
C -0.386702 0.808053 0.184760 0.517 1.104 -1.080
C -0.142797 -0.614014 -0.361312 1.829 1.169 0.973
H -2.285171 0.997281 1.128480 1.485 0.659 -4.862
H -2.192955 0.596220 -0.765668 0.593 1.575 2.546
H 0.209741 1.664652 -0.392759 -0.398 -2.335 1.264
H -0.085856 0.763659 1.268050 -0.016 0.288 -1.162
H 1.280426 -2.038804 -0.229177 -0.405 1.939 -0.967
H 3.139418 -0.188317 -0.100939 -4.786 -1.065 2.221
N -1.763879 1.246609 0.025575 -2.928 -2.397 2.773
N 1.154798 -0.998262 -0.433613 3.518 -1.696 1.750
O 2.157152 -0.409047 0.490044 2.942 1.111 -2.979
S -1.084175 -1.828030 -0.813442 -2.353 -0.352 -0.477

---

Record 6
11
Properties=species:S:1:pos:R:3:forces:R:3 method="wB97M-V/def2-TZVPD" lumo_ha=0.0287 homo_ha=-0.33597 e_above_lowest_kj_mol=189.5 smiles="[H]/N=C(/N)SC"
C -1.715900 0.577181 0.036267 -2.817 -0.858 0.253
C 0.676602 0.155896 0.077124 0.596 3.375 -0.554
H -1.770807 1.250941 -0.847011 0.368 -1.061 0.108
H -1.325586 1.214367 0.849477 -0.891 -0.784 0.034
H -2.762074 0.147800 0.194877 1.172 1.116 0.159
H 2.566584 0.260059 -0.407769 -1.371 -2.067 1.276
H 2.373480 -1.267505 0.698764 -2.682 3.212 -2.884
H -0.038142 2.070754 -0.016826 -1.136 0.150 -0.319
N 1.856727 -0.495698 -0.064692 5.547 -1.415 1.158
N 0.758631 1.494700 -0.003210 1.520 -4.071 0.607
S -0.694699 -0.941743 -0.042284 -0.305 2.402 0.162

---

Record 7
11
Properties=species:S:1:pos:R:3:forces:R:3 method="wB97M-V/def2-TZVPD" lumo_ha=0.0089 homo_ha=-0.30656 e_above_lowest_kj_mol=432.7
C -0.104648 0.232270 0.846852 0.218 1.439 0.833
C 0.508405 1.057746 1.944954 2.301 -0.611 0.933
N -0.787183 -0.914436 -2.349669 0.208 0.171 -1.340
N -0.436156 -1.244092 -1.068739 0.069 -2.438 1.208
S 0.884187 -0.434747 -0.258520 -1.922 0.039 -0.055
H 1.666076 1.183834 1.766910 -1.946 0.093 0.683
H 0.074285 2.096898 2.162432 0.198 -1.856 -0.394
H 0.404840 0.341445 2.871362 0.076 1.634 -1.378
H -0.762829 0.068028 -2.370979 -0.451 1.814 -0.747
H -1.265541 -1.170175 -0.408495 1.508 0.134 -1.044
H -0.181436 -1.216770 -3.136108 -0.260 -0.419 1.300

---

Record 8
11
Properties=species:S:1:pos:R:3:forces:R:3 method="wB97M-V/def2-TZVPD" lumo_ha=0.0240 homo_ha=-0.30541 e_above_lowest_kj_mol=40.5 smiles="NCC(N)=S"
C 0.078603 -0.762889 0.126319 1.107 -1.819 1.570
C -1.076832 0.133541 0.029889 -0.592 2.052 0.359
H 1.744574 -0.565226 -0.959643 -0.432 0.814 -0.055
H 2.114183 -0.651005 0.519255 -1.525 1.321 -0.328
H 0.066962 -1.335081 1.097057 -0.282 0.895 -0.655
H -0.002651 -1.530405 -0.575828 -0.728 -1.360 -1.214
H -1.309616 2.209927 0.077783 0.853 -1.341 -0.199
H 0.290305 1.568422 -0.267788 0.727 0.201 0.281
N 1.389499 -0.148802 -0.086320 2.576 -1.643 0.231
N -0.629923 1.416308 0.085187 -2.454 0.793 -0.138
S -2.665106 -0.334794 -0.045910 0.749 0.088 0.149